C36H51N10NdO5P2S | ωB97M-V with the def2-TZVPD basis set

Geometry as ORCA input:
```
! wB97M-V def2-TZVPD RIJCOSX def2/J DEFGRID3
* xyz 0 4
Nd -3.42 -14.58 -17.84
S -3.36 -10.70 -12.67
P -1.55 -15.13 -21.07
P -5.15 -15.53 -21.19
O -1.12 -14.48 -17.75
O 0.84 -15.45 -17.13
O -5.58 -14.97 -14.19
O -4.55 -14.00 -15.95
O -3.75 -17.00 -18.06
N -2.15 -13.51 -23.11
N -2.76 -12.01 -16.90
N -6.02 -15.43 -17.99
N -2.42 -15.97 -15.63
N -7.42 -16.61 -16.83
N -8.03 -15.35 -16.92
N -1.83 -6.43 -12.77
N -6.24 -16.65 -17.40
N -4.90 -14.07 -23.32
N -8.08 -17.74 -16.21
C -0.34 -15.18 -16.91
C -2.73 -17.39 -15.89
C -3.21 -15.48 -14.48
C -2.71 -14.41 -22.32
C -2.91 -12.90 -24.09
C -3.96 -12.77 -19.52
C -3.88 -11.34 -16.60
C 0.17 -14.29 -21.15
C -4.15 -10.90 -15.29
C -6.74 -14.58 -21.38
C -3.14 -11.04 -14.34
C 1.19 -14.96 -20.23
C -6.35 -17.15 -23.25
C -1.09 -7.40 -12.25
C -2.76 -17.81 -17.33
C -0.05 -12.83 -20.69
C -3.07 -11.40 -25.92
C -1.51 -8.74 -12.22
C -1.88 -11.53 -14.73
C -5.11 -12.54 -25.18
C 0.71 -14.35 -22.58
C -4.47 -11.68 -26.03
C -4.31 -13.19 -24.20
C -0.96 -15.61 -15.57
C -4.58 -14.78 -14.87
C -1.10 -16.79 -21.75
C -3.05 -6.76 -13.22
C -6.78 -17.82 -20.84
C -4.50 -18.09 -21.89
C -4.14 -14.67 -22.43
C -2.29 -11.99 -24.95
C -1.73 -12.00 -16.03
C -5.76 -17.23 -21.83
C -2.77 -9.04 -12.72
C -3.58 -8.02 -13.21
C -7.16 -14.72 -17.73
H 0.08 -13.88 -23.33
H -7.32 -18.37 -15.82
H -4.78 -19.11 -22.25
H -2.70 -14.68 -13.96
H -0.86 -9.50 -11.83
H 1.44 -16.01 -20.48
H -3.08 -12.21 -19.15
H -1.04 -11.50 -14.04
H -8.68 -17.44 -15.41
H -3.07 -18.87 -17.41
H -7.04 -18.85 -21.20
H -1.77 -17.63 -17.78
H -7.68 -17.19 -20.76
H -4.61 -11.19 -17.39
H 0.01 -16.91 -21.68
H -0.69 -12.24 -21.39
H -4.55 -8.22 -13.62
H -7.37 -16.72 -23.23
H -2.61 -10.72 -26.65
H -5.68 -16.58 -23.94
H -1.98 -18.02 -15.42
H 1.68 -13.81 -22.52
H -4.07 -12.70 -20.61
H -6.35 -17.95 -19.83
H 0.93 -12.32 -20.69
H -1.53 -17.55 -21.10
H -6.67 -13.55 -20.91
H -0.13 -7.09 -11.88
H -3.57 -5.94 -13.69
H -5.09 -10.42 -15.05
H -6.19 -12.72 -25.21
H -6.41 -18.21 -23.62
H -4.69 -17.32 -17.90
H -0.36 -16.49 -15.19
H 0.83 -14.89 -19.18
H -1.41 -16.97 -22.80
H -3.42 -16.30 -13.79
H -3.75 -17.66 -22.61
H -0.78 -12.33 -16.40
H -5.06 -11.16 -26.80
H -1.21 -11.86 -24.82
H -0.49 -12.78 -19.68
H 2.15 -14.38 -20.27
H -3.71 -17.57 -15.43
H -0.84 -14.79 -14.86
H -7.56 -15.11 -20.87
H -6.99 -14.46 -22.45
H -4.85 -12.27 -19.05
H -4.03 -18.24 -20.89
H 1.01 -15.37 -22.92
H -7.25 -13.70 -18.05
*
```

Summary:
- energy relative to the best compared isomer or geometry (same formula, charge and spin) (eV) = 0.0000
- electronic energy (eV) = -107986.651
- LUMO energy (spin up / spin down) (eV) = -0.2 / -0.2
- M (g/mol) = 942.124
- maximum force (Eh/bohr) = 0.0669

=====

C36H52BrN3OP2Pb | ωB97M-V with the def2-TZVPD basis set

Geometry as ORCA input:
```
! wB97M-V def2-TZVPD RIJCOSX def2/J DEFGRID3
* xyz 4 1
Pb -0.79 3.39 -1.67
Br 1.17 -0.69 0.47
P -0.71 -2.42 -1.33
P 5.33 -0.59 -0.72
O -0.98 1.65 2.00
N -0.68 0.79 4.16
N -1.18 -0.23 4.89
N -6.44 4.94 -5.40
C -1.07 -0.28 6.33
C 0.33 2.99 4.47
C -2.33 -2.57 -2.12
C 4.54 1.02 -0.43
C 4.57 -1.78 0.45
C -2.24 2.61 -3.43
C -5.62 3.99 -5.85
C -2.86 -2.02 4.72
C -1.67 1.52 -2.65
C -4.54 3.49 -5.11
C -0.41 0.96 -3.05
C 4.66 -1.15 -2.33
C 2.41 1.81 5.92
C 0.64 -3.08 -2.31
C -2.08 -0.91 4.13
C 5.33 -1.86 1.77
C -1.57 0.15 -0.65
C 0.38 1.59 4.64
C -3.54 -2.32 -1.21
C -5.16 5.04 -3.37
C -0.42 -0.61 -1.12
C -6.22 5.45 -4.18
C -0.77 -3.30 0.24
C 0.17 -0.06 -2.33
C 5.60 2.11 -0.64
C 1.24 3.80 5.14
C -3.20 3.54 -2.98
C -1.23 0.80 2.87
C -2.11 -0.35 2.88
C 0.44 -2.98 -3.82
C 1.45 1.00 5.33
C 2.29 3.21 5.86
C 5.54 -2.25 -2.94
C -1.48 -4.65 0.17
C -2.12 1.22 -1.32
C -4.28 4.02 -3.82
H 5.53 -3.17 -2.35
H -0.60 -3.14 -4.12
H 3.64 -1.50 -2.13
H 3.25 1.34 6.45
H -2.48 -4.61 0.62
H 4.57 -2.75 -0.06
H -0.44 3.40 3.82
H -5.05 5.53 -2.41
H -3.06 1.67 -1.01
H -0.06 -0.55 6.64
H -1.26 -2.64 0.98
H -3.48 -1.34 -0.74
H 0.04 1.34 -3.96
H 0.75 -1.99 -4.19
H -3.19 3.95 -1.95
H 1.50 -0.10 5.40
H 1.14 4.89 5.08
H -1.89 -0.07 0.37
H 1.07 -3.72 -4.32
H -1.75 -1.05 6.68
H 3.01 3.85 6.37
H -2.71 -0.69 2.06
H -2.24 -2.67 5.36
H -2.38 -3.58 -2.56
H 5.20 3.09 -0.36
H 0.28 -3.41 0.56
H 6.23 -2.49 1.67
H 1.56 -2.57 -1.99
H 5.17 -2.49 -3.94
H -3.28 -2.65 3.93
H 5.65 -0.88 2.14
H 1.12 -0.46 -2.64
H -3.97 2.68 -5.55
H 6.58 -1.91 -3.04
H -0.91 -5.37 0.76
H -1.58 -5.05 -0.85
H -2.33 -1.86 -2.96
H -6.93 6.22 -3.86
H 0.77 -4.13 -2.00
H -1.35 0.68 6.78
H -2.04 2.53 -4.51
H -5.84 3.61 -6.85
H 3.53 -1.44 0.60
H -4.45 -2.33 -1.82
H 6.49 1.91 -0.04
H 4.69 -2.31 2.53
H -3.70 -1.68 5.34
H -3.65 -3.08 -0.43
H 3.71 1.11 -1.14
H 4.64 -0.26 -2.97
H 5.92 2.16 -1.69
H 4.16 1.01 0.60
*
```

Summary:
- electronic energy (eV) = -138517.916
- LUMO energy (spin up / spin down) (eV) = -13.8 / -13.0
- M (g/mol) = 891.884
- maximum force (Eh/bohr) = 0.0642

=====

- Among the records above, which one has the highest maximum force?
  C36H51N10NdO5P2S